Record 1
Entry from the OMol25 dataset: an isolated molecule of C4H14N4 at a distorted geometry (ωB97M-V with the def2-TZVPD basis set).

Last column: Mulliken charge in e.
Geometry (Å):
C  0.37406  0.58338  0.39573  0.467
C  -0.42408  -0.53830  -0.47810  1.317
C  -0.30964  1.96150  0.30197  -1.647
C  0.12559  -1.95766  -0.24406  -1.706
N  0.55028  0.26508  1.79720  -0.670
N  1.74599  0.73943  -0.05843  -0.723
N  -0.35578  -0.20928  -1.89011  -0.787
N  -1.85119  -0.59474  -0.25691  -0.789
H  -0.35995  0.25020  2.25324  0.283
H  0.91376  -0.67951  1.89131  0.272
H  2.17818  1.41755  0.56851  0.362
H  2.24924  -0.12526  0.11075  0.257
H  0.58390  0.16045  -2.05926  0.306
H  -0.43098  -1.06228  -2.43893  0.278
H  -2.24348  0.11529  -0.87684  0.299
H  -2.06847  -0.29432  0.68695  0.262
H  -0.33758  -2.68979  -0.91878  0.394
H  -0.40537  2.29849  -0.73618  0.347
H  0.25535  2.73354  0.84043  0.420
H  -1.31354  1.94236  0.74203  0.341
H  -0.08294  -2.30337  0.77558  0.354
H  1.20666  -2.01278  -0.40610  0.363

Computed properties:
E_tot (hartree): -379.82827
LUMO (eV): 0.929
ΔE to the lowest compared entry with this formula, charge and spin (kcal/mol): 3.5
Charge: 0
Structure (SMILES): CC(N)(N)C(C)(N)N
Largest force on an atom (hartree/bohr): 0.0354

Record 2
Entry from the OMol25 dataset: an isolated molecule of C4H8N4O at a distorted geometry (ωB97M-V with the def2-TZVPD basis set).

Last column: Mulliken charge in e.
Geometry (Å):
C  0.33431  0.58552  0.09917  0.266
C  0.31989  -0.18559  -1.15821  0.520
C  -1.22807  -1.98500  -1.93522  -0.844
C  1.03551  1.91440  1.87035  -0.775
N  -0.41135  -0.03386  0.97849  -0.529
N  -1.00161  -1.11782  0.41448  -0.317
N  -0.55081  -1.18453  -0.91612  0.296
N  1.25447  1.53894  0.50260  -0.254
O  0.90902  -0.14285  -2.18553  -0.684
H  -1.87795  -1.26879  -2.51573  0.264
H  -0.48285  -2.20714  -2.63468  0.373
H  -1.66004  -2.88276  -1.60902  0.330
H  0.31927  2.73710  2.08177  0.242
H  0.70016  0.96295  2.34633  0.335
H  2.00659  2.20375  2.23568  0.300
H  -1.16934  -1.90399  0.99201  0.232
H  1.42634  2.32436  -0.03074  0.243

Computed properties:
E_tot (hartree): -451.40342
LUMO (eV): 0.861
ΔE to the lowest compared entry with this formula, charge and spin (kcal/mol): 72.1
Charge: 0
Structure (SMILES): CNc1n[nH]n(C)c1=O
Largest force on an atom (hartree/bohr): 0.0707